Record 1
Entry from the Open Molecules 2025 dataset: a structure of composition C8H9N2OS in a non-equilibrium geometry (wB97M-V/def2-TZVPD).

Orbital gap (alpha / beta) in Ha: 0.284 / 0.284
Energy above the lowest of the compared OMol25 structures with the same formula, charge and spin in kcal/mol: 94.8
Lowest unoccupied orbital energy (alpha / beta) in eV: -4.9 / -4.9

The geometry in ORCA input format:
```
! wB97M-V def2-TZVPD RIJCOSX def2/J DEFGRID3
* xyz 1 1
C 3.783 -0.877 0.271
C 3.993 0.004 1.243
C -0.258 0.366 0.167
C -1.800 -1.675 -0.526
C 2.082 0.255 0.437
C -1.449 1.280 0.109
C -0.955 -2.652 -0.820
C -2.244 0.798 -1.066
N 2.522 -0.664 -0.278
N 0.842 0.926 0.366
O 2.903 0.761 1.333
S -3.124 -0.725 -0.497
H 4.512 -1.387 -0.247
H 4.830 0.198 1.875
H -2.063 1.075 0.985
H -1.233 2.278 0.033
H -0.024 -2.679 -0.172
H -0.978 -3.263 -1.638
H -2.952 1.505 -1.344
H -1.497 0.596 -1.897
H 0.990 1.912 0.480
*
```


Record 2
Entry from the Open Molecules 2025 dataset: the molecule C8H9N3O2 in a non-equilibrium geometry (wB97M-V/def2-TZVPD).

Orbital gap in Ha: 0.318
Energy above the lowest of the compared OMol25 structures with the same formula, charge and spin in kcal/mol: 138.0
SMILES: C[C@]12N=NC=C1C=CC[C@@H]2[N+](=O)[O-]
Lowest unoccupied orbital energy in eV: -0.4

The geometry in ORCA input format:
```
! wB97M-V def2-TZVPD RIJCOSX def2/J DEFGRID3
* xyz 0 1
C 1.963 -0.490 0.391
C 1.279 -1.609 0.644
C 1.619 2.053 0.327
C 1.292 0.726 0.098
C -0.217 -1.581 0.968
C -0.882 -0.331 0.641
C -0.239 0.702 -0.322
C -0.563 0.587 -1.772
N 0.427 2.827 0.202
N -0.519 2.129 -0.035
N -2.207 -0.712 0.057
O -3.119 -0.026 0.397
O -2.242 -1.633 -0.704
H 2.964 -0.591 0.600
H 1.956 -2.421 0.879
H 2.487 2.711 0.520
H -0.611 -2.381 0.344
H -0.225 -1.892 2.032
H -1.238 0.316 1.516
H -1.613 0.577 -2.042
H -0.240 -0.392 -2.264
H -0.074 1.429 -2.477
*
```